Entry 1:
C44H45F9N5O3PbSTe | ωB97M-V/def2-TZVPD

Multiplicity: 1
Lowest unoccupied orbital energy in eV: -4.714
E in eV: -107779.9014
E_HOMO in eV: -9.93
Net charge: +1
F_max in eV/Å: 0.7

Each line ends with the Mulliken charge.
Element x y z (Å)
Pb  0.021  0.499  -0.555  1.446
O  -3.523  2.096  6.955  -0.470
C  -3.038  1.148  6.123  0.441
O  -2.920  0.018  6.492  -0.501
C  -2.658  1.595  4.743  0.098
C  -3.463  2.452  4.004  -0.756
C  -3.141  2.753  2.689  -0.560
C  -1.998  2.206  2.114  -1.309
C  -1.181  1.361  2.861  1.333
C  -1.513  1.053  4.168  -1.184
N  -1.685  2.386  0.742  0.910
C  -1.918  3.479  0.153  -0.989
C  -1.796  3.563  -1.318  0.626
C  -2.200  4.698  -1.993  -1.021
C  -2.188  4.686  -3.382  -0.578
C  -1.772  3.536  -4.031  -1.009
C  -1.363  2.449  -3.264  -0.630
N  -1.371  2.463  -1.935  0.595
H  -3.489  2.963  6.533  0.350
H  -4.374  2.857  4.431  0.521
H  -3.814  3.362  2.098  0.577
H  -0.278  0.959  2.408  0.255
H  -0.896  0.377  4.746  0.587
H  -2.263  4.380  0.673  0.586
H  -2.532  5.570  -1.442  0.527
H  -2.509  5.554  -3.943  0.466
H  -1.751  3.472  -5.112  0.548
H  -1.011  1.534  -3.732  0.617
F  3.970  0.821  4.033  -0.288
C  2.778  0.664  3.443  0.128
F  2.212  -0.431  3.941  -0.110
F  2.014  1.716  3.793  -0.291
C  2.886  0.572  1.877  1.154
O  1.798  0.012  1.325  0.288
C  4.189  -0.241  1.545  -0.106
F  4.259  -1.347  2.290  -0.253
F  4.177  -0.634  0.262  0.037
F  5.324  0.450  1.718  -0.296
C  3.075  2.023  1.336  -0.044
F  3.561  1.972  0.076  -0.134
F  3.904  2.789  2.043  -0.302
F  1.896  2.658  1.251  -0.183
C  -4.454  -0.821  0.629  -1.166
N  -3.230  -1.054  -0.127  0.494
C  -3.107  -0.861  -1.435  0.926
S  -1.598  -1.127  -2.234  -0.572
N  -4.192  -0.430  -2.082  -0.264
C  -4.289  -0.117  -3.503  -0.958
H  -4.255  -1.045  1.672  0.152
H  -5.260  -1.473  0.286  0.438
H  -4.773  0.223  0.556  0.440
H  -2.396  -1.346  0.370  -0.526
H  -5.028  -0.299  -1.537  0.181
H  -3.419  -0.511  -4.018  0.391
H  -4.341  0.961  -3.658  0.253
H  -5.184  -0.580  -3.913  0.363
Te  -0.218  -1.837  2.024  0.245
C  -1.936  -3.000  2.557  0.515
C  -2.602  -2.619  3.723  -0.539
C  -3.739  -3.303  4.144  -0.785
C  -4.212  -4.383  3.411  -0.529
C  -3.547  -4.774  2.256  -0.764
C  -2.421  -4.082  1.827  -0.186
C  0.969  -3.527  1.599  0.693
C  1.970  -3.881  2.497  -0.439
C  2.715  -5.034  2.279  -0.709
C  2.456  -5.834  1.175  -0.706
C  1.459  -5.476  0.276  -0.804
C  0.723  -4.317  0.480  -0.535
H  -2.233  -1.786  4.313  0.377
H  -4.241  -2.999  5.054  0.492
H  -5.091  -4.923  3.742  0.405
H  -3.904  -5.624  1.686  0.437
H  -1.914  -4.412  0.928  0.283
H  2.167  -3.265  3.366  0.449
H  3.494  -5.309  2.980  0.457
H  3.032  -6.737  1.012  0.398
H  1.260  -6.096  -0.590  0.481
H  -0.027  -4.022  -0.243  0.523
C  2.128  3.910  -1.906  -1.327
C  2.877  3.313  -3.105  0.243
C  1.988  3.237  -4.355  -1.341
C  3.529  1.970  -2.887  0.713
C  4.891  1.885  -2.943  -0.940
C  5.526  0.635  -2.901  -0.798
C  4.835  -0.577  -2.918  -0.944
C  3.464  -0.589  -2.874  0.597
C  2.738  -1.883  -3.112  0.339
C  1.934  -2.456  -1.934  -1.034
C  1.853  -1.756  -4.363  -1.572
C  2.754  0.706  -2.681  0.253
N  1.555  0.737  -2.271  -0.330
H  1.725  4.884  -2.197  0.609
H  2.791  4.061  -1.057  0.205
H  1.307  3.270  -1.596  0.022
H  3.697  3.997  -3.329  0.608
H  1.160  2.550  -4.192  0.029
H  2.552  2.897  -5.227  0.417
H  1.585  4.227  -4.579  0.466
H  5.487  2.785  -3.038  0.512
H  6.612  0.609  -2.915  0.423
H  5.384  -1.509  -2.981  0.493
H  3.523  -2.609  -3.333  0.712
H  0.967  -1.964  -1.833  -0.359
H  2.464  -2.387  -0.986  0.350
H  1.741  -3.510  -2.134  0.625
H  1.061  -1.024  -4.196  0.157
H  1.390  -2.721  -4.573  0.464
H  2.427  -1.457  -5.242  0.421



Entry 2:
CH3Br3Si | ωB97M-V/def2-TZVPD

Multiplicity: 1
SMILES string: BrC[SiH](Br)Br
Lowest unoccupied orbital energy in eV: 0.420
E in eV: -219092.4177
E_HOMO in eV: -9.58
F_max in eV/Å: 4.0

Each line ends with the Mulliken charge.
Element x y z (Å)
C  -0.505  -0.416  -0.370  -0.707
Si  1.133  0.362  1.007  0.691
Br  -2.019  0.794  -0.162  -0.145
Br  3.008  0.319  -0.164  -0.199
Br  1.201  -1.292  2.485  -0.208
H  -0.151  -0.357  -1.397  0.317
H  -0.802  -1.419  -0.085  0.332
H  0.922  1.629  1.650  -0.082



Entry 3:
C5H8O | ωB97M-V/def2-TZVPD

Multiplicity: 1
SMILES string: C1C[C@@H]2O[C@@H]2C1
Lowest unoccupied orbital energy in eV: 1.149
E in eV: -7358.1801
E_HOMO in eV: -9.51
F_max in eV/Å: 4.7

Each line ends with the Mulliken charge.
Element x y z (Å)
C  -1.192  -0.015  0.296  -0.652
C  -0.280  1.371  -0.122  -0.688
C  1.068  0.847  -0.286  0.021
C  1.093  -0.741  -0.221  -0.077
C  -0.343  -1.188  -0.199  -0.560
H  -1.023  -0.218  1.331  0.239
H  -2.327  -0.063  0.381  0.383
H  -0.266  2.102  0.666  0.288
H  -0.823  2.098  -0.927  0.264
H  2.022  1.006  -0.816  0.411
H  1.880  -1.602  -0.347  0.288
H  -0.742  -1.776  -1.261  0.247
H  -0.367  -1.866  0.655  0.245
O  1.301  0.045  0.848  -0.410



Entry 4:
C19H45Li4N3O9 | ωB97M-V/def2-TZVPD

Multiplicity: 1
Lowest unoccupied orbital energy in eV: -7.160
E in eV: -44126.7073
E_HOMO in eV: -10.19
Net charge: +2
F_max in eV/Å: 9.4

Each line ends with the Mulliken charge.
Element x y z (Å)
Li  -4.098  6.220  -1.832  0.915
Li  1.013  3.033  -5.629  0.868
Li  -0.477  7.353  -5.366  0.845
Li  -1.580  0.318  0.058  0.917
C  -1.717  3.065  -2.673  0.650
O  -0.854  2.189  -2.681  -0.726
O  -1.751  3.885  -3.547  -0.829
O  -2.473  3.132  -1.765  -0.701
C  -0.691  -4.719  2.827  -0.678
O  -2.052  -4.377  2.794  -0.307
C  -2.388  -4.044  1.426  -0.636
C  -3.902  -3.597  1.319  -0.686
N  -3.937  -2.190  1.748  -0.240
C  -5.293  -1.672  1.586  -0.713
C  -6.167  -1.947  2.869  -0.579
O  -5.596  -1.433  4.041  -0.359
C  -5.757  0.020  4.278  -0.683
H  -0.083  -4.197  2.088  0.297
H  -0.493  -5.787  2.925  0.266
H  -0.383  -4.392  3.820  0.235
H  -2.305  -4.953  0.830  0.416
H  -1.625  -3.476  0.893  0.324
H  -4.441  -4.403  1.816  0.301
H  -4.308  -3.736  0.317  0.457
H  -3.733  -2.114  2.734  0.311
H  -5.781  -2.262  0.811  0.343
H  -5.245  -0.600  1.395  0.343
H  -6.248  -3.027  2.993  0.342
H  -7.223  -1.768  2.664  0.432
H  -5.554  0.146  5.341  0.272
H  -6.826  0.202  4.166  0.340
H  -5.091  0.665  3.704  0.226
C  -0.600  4.038  -9.251  -0.714
O  0.668  3.368  -8.988  -0.294
C  1.200  2.468  -9.980  -0.725
C  2.591  1.925  -9.541  -0.594
N  2.370  0.985  -8.448  -0.314
C  3.623  0.769  -7.668  -0.563
C  4.357  -0.455  -8.167  -0.765
O  4.731  -0.348  -9.535  -0.328
C  6.041  0.079  -9.786  -0.731
H  -1.223  3.268  -9.706  0.322
H  -0.397  4.805  -9.999  0.281
H  -1.103  4.378  -8.345  0.220
H  1.281  2.830  -11.005  0.428
H  0.569  1.599  -10.166  0.362
H  3.255  2.782  -9.430  0.416
H  2.993  1.267  -10.311  0.380
H  2.045  0.083  -8.763  0.307
H  3.383  0.607  -6.617  0.350
H  4.210  1.687  -7.670  0.360
H  3.617  -1.253  -8.103  0.363
H  5.191  -0.670  -7.499  0.407
H  6.300  0.881  -9.095  0.348
H  5.934  0.521  -10.777  0.250
H  6.782  -0.709  -9.924  0.272
C  2.818  1.546  3.633  -0.704
O  1.618  0.860  3.954  -0.263
C  1.147  1.013  5.250  -0.584
C  1.612  -0.136  6.139  -0.436
N  1.404  0.116  7.545  -0.393
C  1.363  -1.060  8.399  -0.564
C  1.098  -0.573  9.819  -0.470
O  1.428  -1.537  10.800  -0.321
C  1.285  -1.115  12.122  -0.766
H  3.066  1.463  2.575  0.221
H  3.632  1.186  4.263  0.282
H  2.684  2.604  3.861  0.308
H  0.064  0.906  5.319  0.299
H  1.314  1.981  5.723  0.340
H  2.643  -0.443  5.965  0.373
H  1.066  -1.044  5.884  0.200
H  2.339  0.413  7.787  0.282
H  2.255  -1.656  8.206  0.358
H  0.615  -1.842  8.271  0.327
H  0.131  -0.081  9.923  0.341
H  1.763  0.279  9.961  0.287
H  0.252  -1.232  12.449  0.296
H  1.835  -0.194  12.315  0.335
H  1.817  -1.893  12.667  0.252



Repeat the second record exactly.
CH3Br3Si | ωB97M-V/def2-TZVPD

Multiplicity: 1
SMILES string: BrC[SiH](Br)Br
Lowest unoccupied orbital energy in eV: 0.420
E in eV: -219092.4177
E_HOMO in eV: -9.58
F_max in eV/Å: 4.0

Each line ends with the Mulliken charge.
Element x y z (Å)
C  -0.505  -0.416  -0.370  -0.707
Si  1.133  0.362  1.007  0.691
Br  -2.019  0.794  -0.162  -0.145
Br  3.008  0.319  -0.164  -0.199
Br  1.201  -1.292  2.485  -0.208
H  -0.151  -0.357  -1.397  0.317
H  -0.802  -1.419  -0.085  0.332
H  0.922  1.629  1.650  -0.082